DFT (wB97M-V/def2-TZVPD) results for a 2-piece molecular cluster, C10H20 overall in a non-equilibrium geometry.

Geometry as XYZ:
```
30
Properties=species:S:1:pos:R:3:forces:R:3:mulliken_charge:R:1
C 2.57540 -0.38378 1.19936 0.23 0.67 -0.38 -0.452
C 2.59907 1.13876 0.70323 -0.67 -0.45 -0.48 -0.550
C 2.76237 1.06333 -0.84820 -1.41 -1.58 -0.10 -0.495
C 3.37215 -0.35111 -1.09423 3.74 0.81 -0.29 -0.558
C 2.88094 -1.30536 -0.01998 -1.26 -0.76 0.15 -0.569
C -2.78227 -0.82699 -1.06944 0.29 2.54 -2.30 -0.363
C -2.63486 -1.23455 0.33788 0.46 -0.55 3.66 -0.502
C -2.65686 0.02287 1.25688 0.56 2.71 -0.64 -0.609
C -2.74662 1.25128 0.19054 2.24 -1.82 1.12 -0.365
C -3.56614 0.55318 -0.89295 1.61 -0.29 -0.08 -0.815
H 3.29866 -0.57280 2.01450 -0.35 0.28 -0.39 0.311
H 1.59501 -0.66248 1.55578 -0.28 0.18 0.39 0.167
H 3.45375 1.68953 1.08715 -0.05 -0.06 0.42 0.266
H 1.64069 1.69761 0.95933 1.31 -0.72 -0.11 0.260
H 3.42304 1.80620 -1.31098 -0.52 0.08 0.24 0.366
H 1.71629 1.08047 -1.26833 1.08 0.28 -0.04 0.166
H 4.47043 -0.19321 -0.74950 -1.27 -0.09 -0.58 0.192
H 3.57812 -0.64114 -2.19180 -1.13 0.09 1.68 0.353
H 3.55110 -2.11354 0.32628 0.22 0.57 -0.63 0.285
H 1.97423 -1.88418 -0.32250 0.32 0.69 0.11 0.257
H -1.81733 -0.40203 -1.62601 -1.61 -1.84 1.17 0.162
H -3.36100 -1.60144 -1.64081 0.81 0.94 0.08 0.293
H -1.75698 -1.88586 0.63698 -1.17 0.45 -0.64 0.311
H -3.58269 -1.61729 0.78113 0.64 -1.11 -1.25 0.186
H -1.72126 0.27826 1.77189 -0.34 -0.75 0.45 0.265
H -3.54719 0.02308 1.96839 1.30 0.11 -0.85 0.322
H -1.62758 1.44124 -0.14601 -2.11 -0.59 0.19 0.058
H -2.96151 2.19600 0.69030 -0.95 -0.09 -0.37 0.348
H -3.61008 1.16649 -1.76551 -0.35 0.05 -0.91 0.364
H -4.51890 0.26745 -0.53335 -1.35 0.25 0.37 0.346
```
Positions in Å, forces in eV/Å.

Output
ΔE to the lowest compared entry with this formula, charge and spin = 47.7 kcal/mol
electronic energy = -10692.5108 eV
LUMO energy = 0.0347 Eh
SMILES = C1CCCC1.C1CCCC1

***

DFT (wB97M-V/def2-TZVPD) results for C7H17BBrCaF4LiMgN3O12S3V as an isolated structure in a non-equilibrium geometry.

Geometry as XYZ:
```
52
Properties=species:S:1:pos:R:3:forces:R:3:mulliken_charge:R:1
C -1.80634 -1.60687 5.25671 0.87 -0.45 -0.49 -0.833
C -1.81466 -2.62220 4.03274 -0.98 1.74 1.67 -0.397
N -0.57212 -3.41895 4.15379 -0.52 0.13 -1.76 -0.227
S 0.01084 -4.00146 2.70460 0.30 -1.26 -0.30 1.363
O -0.56941 -3.38659 1.48383 1.37 0.14 2.04 -0.531
O -0.21055 -5.45657 2.65366 0.72 0.88 0.53 -0.730
N 1.73750 -3.78301 2.74911 -2.69 1.65 1.77 -0.986
S 2.13584 -2.15942 3.15648 -2.53 0.77 2.57 0.915
O 1.23215 -1.15802 2.59477 0.47 -1.07 -0.93 -0.449
O 2.20503 -1.96012 4.62143 -4.86 -4.06 -1.17 -0.460
H -2.82055 -1.38090 5.63315 0.61 -0.01 -0.27 0.339
H -1.18828 -2.07193 6.06340 -0.71 0.30 -0.31 0.146
H -1.25663 -0.68952 4.93987 -0.62 -0.51 0.29 0.195
H -2.74666 -3.21931 4.12361 0.77 -0.01 -0.37 0.360
H -1.86568 -1.99036 3.12799 0.34 -0.84 0.21 0.328
H -0.70135 -4.19356 4.81004 0.32 0.07 -0.40 0.355
H 3.42982 -1.93839 2.66953 -0.17 -0.33 0.70 0.104
Mg -1.30720 -5.95784 0.61009 0.28 -0.12 -0.36 0.052
N 3.15898 2.05308 0.61492 -0.07 -0.16 -0.04 0.119
C 2.22806 1.09021 0.39959 -0.01 0.42 0.72 -0.692
C 2.00838 0.99682 -0.97743 -0.17 0.25 -0.74 -0.092
C 2.83987 1.93375 -1.59655 -0.18 -0.08 -0.08 -0.284
C 3.54862 2.57756 -0.59361 -0.17 0.06 0.08 -0.548
H 3.50810 2.33606 1.51540 0.01 -0.08 -0.01 0.214
H 1.79307 0.54743 1.22442 -0.01 -0.04 -0.06 0.634
H 1.32122 0.32208 -1.46009 0.12 -0.04 0.00 0.355
H 2.92298 2.12697 -2.65276 0.05 -0.09 0.04 0.381
H 4.29009 3.35834 -0.64146 -0.01 -0.05 -0.04 0.431
O -0.35424 3.42926 -0.68198 -0.23 -0.26 0.13 -0.493
H 0.55752 3.12904 -0.67247 0.61 -0.07 -0.17 0.360
C -3.41953 4.84493 -2.61861 0.33 -0.09 0.16 -0.469
O -3.48783 3.67253 -1.82061 0.03 -0.15 0.15 -0.479
H -4.42758 5.13643 -2.90270 0.00 -0.12 -0.02 0.218
H -2.95364 5.65556 -2.04925 -0.02 0.13 -0.11 0.296
H -2.83531 4.63912 -3.51808 -0.10 0.27 -0.05 0.171
H -2.58029 3.43906 -1.58710 -0.11 0.01 0.03 0.277
B 3.79611 -1.59542 -2.59963 0.96 0.42 -1.02 0.528
F 4.76548 -0.92524 -1.82124 -0.46 -0.25 0.08 -0.403
F 3.16245 -0.68744 -3.46662 -0.03 -0.27 0.51 -0.370
F 4.39722 -2.63133 -3.33158 -0.34 0.18 0.48 -0.365
F 2.81020 -2.16072 -1.71425 -0.48 -0.62 1.03 -0.315
Ca 2.17260 -4.00216 0.71524 0.18 0.02 -3.66 1.424
Br 4.13074 -0.95299 4.40444 6.37 3.91 0.47 -0.808
Li 1.83901 -1.08833 6.58972 0.71 -0.23 -1.29 0.828
O -4.70542 2.46764 -7.02301 1.03 -0.11 0.08 -0.579
S -4.52090 2.77578 -5.61418 -5.19 -0.78 -0.69 1.303
O -2.98708 3.00375 -5.33546 1.99 -1.38 0.91 -0.148
O -4.99504 1.66911 -4.78573 0.86 0.06 0.02 -0.581
O -5.21683 3.99565 -5.26143 1.30 0.44 0.16 -0.556
O -1.97198 -1.73173 -5.60596 -0.60 3.91 0.47 -0.780
V -2.21415 -0.08356 -5.37517 0.54 -4.91 -0.36 1.596
O -2.47261 1.65380 -5.14157 0.10 2.73 -0.60 -0.717
```
Positions in Å, forces in eV/Å.

Output
electronic energy = -200433.0583 eV
LUMO energy = -0.2195 Eh

***

DFT (wB97M-V/def2-TZVPD) results for a 2-piece molecular cluster, C10H16O overall in a non-equilibrium geometry.

Geometry as XYZ:
```
27
Properties=species:S:1:pos:R:3:forces:R:3:mulliken_charge:R:1
C -0.41848 -1.17612 2.57797 1.24 0.24 0.06 -1.510
C -0.26462 -1.71253 0.07543 0.60 -0.26 -0.43 -0.246
C -0.74774 -0.96654 1.12568 -1.24 0.26 0.53 0.397
C -0.63283 -1.45921 -1.24646 0.24 0.29 0.59 -0.672
C -1.54454 -0.45777 -1.49271 -0.63 0.01 -0.45 0.970
C -1.72370 -0.01131 0.84056 0.03 0.39 -0.36 -0.503
C -2.13664 0.25722 -0.45761 0.14 -0.56 0.58 -0.648
O -1.93208 -0.26943 -2.79452 0.09 0.24 -0.07 -0.555
H 0.45524 -2.49487 0.27136 0.08 -0.11 0.02 0.322
H -0.19468 -1.97676 -2.08346 0.01 -0.22 -0.03 0.394
H -1.26280 -1.34414 3.24288 -0.20 -0.21 -0.27 0.387
H 0.07893 -0.27649 2.95977 -0.08 0.01 0.00 0.306
H -2.16224 0.54729 1.65883 -0.08 -0.02 0.02 0.369
H -2.37622 0.58313 -2.85913 -0.04 -0.10 -0.07 0.286
H -2.99751 0.89004 -0.62883 0.17 0.28 -0.16 0.348
H 0.32822 -1.96223 2.70919 -0.24 -0.18 0.03 0.349
C 2.45891 2.01318 0.70513 0.50 -0.28 0.72 -0.188
C 3.33634 0.82958 1.12507 0.29 0.39 0.70 -1.045
C 2.16599 2.04697 -0.78469 -1.08 -0.35 0.42 -0.997
H 2.93305 2.91627 1.08617 0.19 0.30 -0.40 0.336
H 1.56147 1.95577 1.32550 -0.36 -0.05 -0.41 0.183
H 3.72018 1.00751 2.14281 0.00 -0.01 -0.27 0.328
H 2.76716 -0.09516 1.21724 0.05 -0.13 -0.49 0.202
H 1.79248 1.05669 -1.06994 0.21 0.03 -0.17 0.200
H 4.21015 0.72397 0.47332 -0.22 -0.22 0.01 0.332
H 3.00122 2.31846 -1.41996 0.23 0.02 0.08 0.350
H 1.32599 2.71461 -0.97436 0.12 0.25 -0.19 0.304
```
Positions in Å, forces in eV/Å.

Output
ΔE to the lowest compared entry with this formula, charge and spin = 19.4 kcal/mol
electronic energy = -12676.8829 eV
LUMO energy = 0.0318 Eh
SMILES = Cc1ccc(O)cc1.CCC

***

DFT (wB97M-V/def2-TZVPD) results for one molecule with the formula C3H5BrO2S in a non-equilibrium geometry.

Geometry as XYZ:
```
12
Properties=species:S:1:pos:R:3:forces:R:3:mulliken_charge:R:1
C 0.91986 -0.73064 -1.39872 0.84 -0.42 1.16 -0.696
C 1.18586 -0.03093 0.01399 -3.30 1.74 1.15 0.397
C -0.18873 0.43708 1.00676 6.04 -5.20 1.03 -1.103
O 0.69042 -2.57480 0.67155 -0.12 0.61 -0.16 -0.596
O 2.95862 -2.07571 -0.06270 2.03 0.12 -0.22 -0.564
S 1.61017 -1.68567 0.00365 -2.37 -1.00 -1.27 0.912
Br 2.48931 1.26991 0.16135 1.16 0.84 -0.16 -0.060
H -0.11703 -0.86194 -1.57938 -0.94 -0.35 0.09 0.298
H 1.42174 -0.48485 -2.34929 0.42 -0.01 0.98 0.311
H -0.87996 0.93844 0.50267 -2.81 2.07 -2.16 0.379
H 0.30580 0.93203 1.83465 -0.30 0.45 -0.08 0.403
H -0.44065 -0.59024 1.38067 -0.65 1.15 -0.36 0.320
```
Positions in Å, forces in eV/Å.

Output
ΔE to the lowest compared entry with this formula, charge and spin = 40.8 kcal/mol
electronic energy = -88161.4408 eV
LUMO energy = 0.0221 Eh
SMILES = C[C@]1(Br)CS1(=O)=O

***

- The lowest electronic energy belongs to which entry?
  C7H17BBrCaF4LiMgN3O12S3V

***

- Number 4 is which compound?
  C3H5BrO2S